This record from the OMol25 dataset describes 2 unconnected molecules or ions with the total composition C7H17NO2. The level of theory is wB97M-V/def2-TZVPD.

HOMO-LUMO gap: 9.6 eV
HOMO level: -8.83 eV
LUMO level: 0.779 eV
Multiplicity: 1

Element x y z (Å)
1 C -1.7535 0.1721 -1.7325
2 C -0.5041 -0.0906 1.3006
3 C -1.5438 -1.2522 -2.1358
4 C -1.6809 0.7139 1.8415
5 O -0.9491 1.0543 -1.8466
6 H 0.1509 1.8345 -0.3462
7 H -2.7627 0.3733 -1.3244
8 H -0.2985 -0.9225 1.9790
9 H -0.7668 -0.5045 0.3251
10 H -0.5038 -1.4463 -2.3839
11 H -1.8828 -1.9256 -1.3498
12 H -2.1585 -1.4459 -3.0156
13 H -1.9080 1.5405 1.1823
14 H -1.4395 1.1242 2.8178
15 H -2.5608 0.0827 1.9383
16 C 1.9554 0.0123 0.4866
17 C 2.0665 0.3070 -1.0083
18 N 1.9464 -1.4305 0.6647
19 C 0.7626 0.7742 1.1702
20 O 0.4962 2.0026 0.5431
21 H 2.8770 0.3710 0.9602
22 H 1.1360 -1.8442 0.2216
23 H 1.9330 -1.6750 1.6479
24 H 1.0764 1.0529 2.1853
25 H 2.8795 -0.2872 -1.4161
26 H 1.1514 0.0505 -1.5328
27 H 2.2815 1.3586 -1.1721

This record from the OMol25 dataset describes C7H17NS in the gas phase in a non-equilibrium geometry. The level of theory is wB97M-V/def2-TZVPD.

HOMO-LUMO gap: 8.1 eV
HOMO level: -7.47 eV
LUMO level: 0.632 eV
Multiplicity: 1

Element x y z (Å)
1 C 1.5869 -2.2938 0.8651
2 C 2.0545 0.5691 0.7730
3 C 1.7308 1.9161 0.1665
4 C -1.3535 1.0719 1.3665
5 C -2.6770 -0.3683 -0.1979
6 C 1.0862 -0.8673 -2.0655
7 C -1.3776 0.1311 0.1645
8 N -0.3691 -0.9620 0.2186
9 S 1.3330 -0.8025 0.0415
10 H 1.5271 -3.1615 0.1754
11 H 2.6799 -2.0357 1.2342
12 H 3.1619 0.3276 0.7837
13 H 0.8703 1.7862 -0.4888
14 H 2.5682 2.1402 -0.4533
15 H 1.3990 2.6570 0.9108
16 H -1.5276 0.3775 2.2104
17 H -0.3975 1.6732 1.5150
18 H -2.1791 1.7405 1.3119
19 H -3.0800 -1.0232 0.4434
20 H -2.6767 -0.7766 -1.1444
21 H -3.3006 0.4513 -0.4147
22 H 0.3969 -0.1062 -2.3746
23 H 1.9379 -0.9982 -2.7235
24 H 0.3852 -1.6753 -2.0615
25 H -0.9311 0.6768 -0.6674
26 H -0.5116 -1.6429 0.9553

This record from the OMol25 dataset describes C7H17NSi in the gas phase in a non-equilibrium geometry. The level of theory is wB97M-V/def2-TZVPD.

HOMO-LUMO gap (spin up / spin down): 8.5 / 6.0 eV
HOMO level (spin up / spin down): -7.98 / -5.72 eV
LUMO level (spin up / spin down): 0.564 / 0.265 eV
Multiplicity: 1

Element x y z (Å)
1 C -2.8853 0.2286 0.2019
2 C -1.6368 -0.4472 0.8472
3 C -3.0100 0.2500 -1.2570
4 C 1.3822 -2.3655 0.5683
5 C 2.0416 2.3868 0.3448
6 C 1.1966 -1.6998 -0.8349
7 C 2.2024 1.1997 -0.5886
8 N -0.4988 0.3098 0.4856
9 Si 0.6592 0.1126 -0.6710
10 H -3.7142 -0.4053 0.5770
11 H -3.0043 1.3227 0.5575
12 H -1.8049 -0.2999 1.9159
13 H -1.5086 -1.5805 0.4731
14 H -3.7314 -0.3383 -1.7428
15 H -2.6499 1.1628 -1.6407
16 H 1.7877 -3.4115 0.4944
17 H 1.9850 -1.5353 1.2163
18 H 0.4165 -2.3840 0.9982
19 H 2.9675 2.8567 0.6376
20 H 1.1650 2.9011 0.1014
21 H 1.7278 1.9575 1.3237
22 H 0.2996 -2.1506 -1.4118
23 H 2.0230 -1.6868 -1.4693
24 H 2.9476 0.5651 -0.3172
25 H 2.3852 1.7164 -1.5876
26 H -0.7428 1.3347 0.7781

This record from the OMol25 dataset describes C7H17O2P in the gas phase in a non-equilibrium geometry. The level of theory is wB97M-V/def2-TZVPD.

HOMO-LUMO gap (spin up / spin down): 3.1 / 5.2 eV
HOMO level (spin up / spin down): -2.32 / -10.62 eV
LUMO level (spin up / spin down): 0.826 / -5.444 eV
Multiplicity: 3

Element x y z (Å)
1 C 0.3300 -1.9059 -0.0327
2 C 1.0982 1.8643 -0.2542
3 C 1.0890 0.2450 1.7161
4 C 2.6431 -0.1550 -0.0650
5 C -3.4090 0.1945 -1.3205
6 C 0.1666 -0.4883 -0.4825
7 C 1.3170 0.3872 0.2182
8 O -1.0700 0.0801 -0.4641
9 O -2.7867 1.0600 1.2017
10 P -2.4844 0.0177 0.2037
11 H -0.3141 -2.6909 -0.6261
12 H 1.4094 -2.2468 0.0260
13 H -0.0288 -1.9249 0.9195
14 H 1.9595 2.4347 0.0749
15 H 0.2123 2.3288 0.1924
16 H 0.9096 2.0273 -1.3859
17 H -0.1223 0.4372 1.9752
18 H 1.6043 1.0715 2.3197
19 H 1.2613 -0.6749 2.2276
20 H 2.7949 -0.9017 -0.9788
21 H 3.4901 0.5868 -0.1499
22 H 3.1115 -0.8992 0.6120
23 H -4.5024 0.4502 -1.2080
24 H -3.1827 1.1558 -1.6324
25 H -3.0887 -0.5981 -2.0164
26 H 0.3394 -0.4365 -1.5864
27 H -2.7473 -1.4187 0.5159

This record from the OMol25 dataset describes 2 unconnected molecules or ions with the total composition C7H17O3Si in a non-equilibrium geometry. The level of theory is wB97M-V/def2-TZVPD.

Net charge: -1
HOMO-LUMO gap: 5.8 eV
HOMO level: -2.73 eV
LUMO level: 3.054 eV
Multiplicity: 1

Element x y z (Å)
1 C 2.2601 -2.5172 -0.5637
2 C 1.9330 -1.1756 0.1299
3 Si 2.0148 0.2535 -1.1143
4 C 0.5819 1.4258 -0.8032
5 C -0.7110 0.7306 -1.2920
6 C -1.6916 0.4112 -0.1623
7 C -2.4908 -0.8433 -0.4000
8 O -2.9658 -1.5431 0.4887
9 O -2.6886 -1.1823 -1.7115
10 H 2.2983 -3.3313 0.1513
11 H 3.2064 -2.4403 -1.0906
12 H 1.4895 -2.7129 -1.3007
13 H 2.6282 -0.9913 0.9415
14 H 0.9275 -1.2392 0.5308
15 H 1.7845 -0.3634 -2.4527
16 H 3.3411 0.9229 -1.0785
17 H 0.5200 1.6709 0.2629
18 H 0.7737 2.3400 -1.3598
19 H -0.4618 -0.1958 -1.8039
20 H -1.1706 1.3552 -2.0509
21 H -2.4214 1.2082 -0.0657
22 H -1.1901 0.3076 0.7907
23 H -2.9185 -2.1130 -1.7008
24 C -0.9997 2.0070 3.1104
25 O -0.5064 2.1168 1.8615
26 H -2.0666 1.6461 3.1794
27 H -0.4543 1.2957 3.7917
28 H -1.0221 2.9574 3.7121

This record from the OMol25 dataset describes a molecular structure, C7H17O9Sr2 in a non-equilibrium geometry. The level of theory is wB97M-V/def2-TZVPD.

Net charge: +1
HOMO-LUMO gap: 4.9 eV
HOMO level: -10.51 eV
LUMO level: -5.642 eV
Multiplicity: 1

Element x y z (Å)
1 Sr -1.5479 1.9924 3.0776
2 Sr -2.3189 2.0955 -1.4058
3 C 0.4670 -1.7075 2.4441
4 C 0.7272 -0.7777 3.6392
5 O -0.1520 0.0770 3.9114
6 O 1.6666 -1.0236 4.3986
7 H -0.5193 -2.1732 2.4859
8 H 1.1283 -2.5737 2.4741
9 H 0.5376 -1.2417 1.4596
10 C -4.3610 -0.5552 0.4643
11 C -3.6413 0.3641 1.4810
12 O -3.1911 1.4098 0.9444
13 O -3.6596 0.1421 2.7116
14 H -4.8372 -1.3975 0.9632
15 H -3.6524 -0.9863 -0.2456
16 H -5.1011 0.0472 -0.0626
17 C 1.9283 1.1028 0.3215
18 C 0.4357 1.2066 -0.1320
19 O 0.1449 0.9579 -1.3234
20 O -0.3687 1.6955 0.6946
21 H 2.2507 0.0708 0.4723
22 H 2.1496 1.6304 1.2461
23 H 2.5359 1.3508 -0.5496
24 C 2.2026 2.1442 -3.3350
25 O 2.6272 0.7881 -3.2348
26 H 2.0204 2.5201 -2.3278
27 H 3.0050 2.6492 -3.8689
28 H 1.3016 1.9575 -3.9245
29 H 1.9670 0.3778 -2.6671
30 O -0.3019 -1.6845 -2.6843
31 H 0.5448 -2.0301 -2.3725
32 H -0.3683 -0.8093 -2.2991
33 O 1.9556 -2.5841 -1.2673
34 H 1.7887 -3.0845 -0.4642
35 H 2.6360 -1.9514 -1.0250

This record from the OMol25 dataset describes C7H17P in the gas phase in a non-equilibrium geometry. The level of theory is wB97M-V/def2-TZVPD.

HOMO-LUMO gap (spin up / spin down): 3.6 / 8.7 eV
HOMO level (spin up / spin down): -2.73 / -10.56 eV
LUMO level (spin up / spin down): 0.884 / -1.858 eV
Multiplicity: 3

Element x y z (Å)
1 C 2.6805 0.9733 0.7044
2 C -0.0629 -0.9706 -1.3555
3 C 1.5989 0.4786 -0.2917
4 C 0.6949 -1.4240 1.0480
5 C -2.5349 -0.4442 0.8524
6 C -1.6566 1.7062 -0.6784
7 C 0.3979 -0.3610 0.0087
8 P -1.0770 0.7118 0.7147
9 H 3.2659 1.6531 0.2650
10 H 2.1228 1.4525 1.4543
11 H -0.9074 -0.5425 -1.8727
12 H 0.7550 -0.8434 -1.9466
13 H -0.2375 -2.0285 -1.3548
14 H 3.2911 0.1352 1.0214
15 H 1.2661 1.3292 -0.8108
16 H 2.1403 -0.1270 -1.0503
17 H 1.1158 -2.3314 0.6324
18 H 1.4414 -1.0270 1.6455
19 H -0.1710 -1.6850 1.6308
20 H -2.6061 -0.9541 -0.1409
21 H -2.3433 -1.1986 1.5844
22 H -3.5480 -0.0078 1.0974
23 H -2.7039 1.9490 -0.6390
24 H -1.1663 2.6372 -1.0144
25 H -1.7557 0.9189 -1.5043

This record from the OMol25 dataset describes 2 unconnected molecules or ions with the total composition C7H18 in a non-equilibrium geometry. The level of theory is wB97M-V/def2-TZVPD.

Net charge: +1
HOMO-LUMO gap (spin up / spin down): 11.2 / 4.2 eV
HOMO level (spin up / spin down): -14.17 / -14.16 eV
LUMO level (spin up / spin down): -2.922 / -9.959 eV
Multiplicity: 2

Element x y z (Å)
1 C 1.0628 2.9930 0.2538
2 C 1.5707 1.8118 1.1417
3 C -0.3918 3.0036 -0.1229
4 H 1.2227 3.8288 0.9202
5 H 1.7850 3.0560 -0.5749
6 H 0.9818 0.9177 0.9747
7 H 1.4283 1.9763 2.2277
8 H -0.7921 2.3324 -0.8730
9 H -1.0436 2.9558 0.7423
10 H 2.6407 1.6135 1.0275
11 H -0.6056 3.9662 -0.6552
12 C -0.4898 -1.9679 -0.0105
13 C -1.8173 -2.7310 -0.0360
14 C 0.6667 -2.8666 -0.2712
15 C -0.5713 -0.7241 -0.9564
16 H -0.3304 -1.2189 0.8573
17 H -1.6556 -3.7936 0.0424
18 H 0.5050 -3.6187 -1.0700
19 H 1.5179 -2.2777 -0.6071
20 H 0.8976 -3.3018 0.7051
21 H -0.1344 0.1828 -0.5338
22 H 0.0528 -0.8623 -1.8620
23 H -1.6610 -0.5057 -1.0830
24 H -2.2852 -2.3853 -0.9722
25 H -2.5540 -2.3843 0.7354